No. 1
12
Properties=species:S:1:pos:R:3:forces:R:3:mulliken_charge:R:1 method="wB97M-V/def2-TZVPD" relative_energy_ev=0.357 e_tot_ha=-591.40891 mol_weight_g_mol=132.06 smiles="CC(=O)F.FC(F)F" e_homo_ev=-11.5 max_force_ev_per_a=4.310 lumo_ev=0.86
C -1.673117 0.120187 0.682479 3.2 -0.9 -2.8 -0.741
C -0.959138 -0.191206 -0.696564 -1.9 -1.5 2.4 0.643
O -0.543273 0.581136 -1.454592 0.5 1.3 -1.5 -0.441
F -0.840325 -1.533398 -0.917114 -0.2 0.4 0.0 -0.260
H -2.410537 0.803294 0.348785 -1.0 0.6 0.6 0.329
H -0.775159 0.586219 1.142938 -1.3 -0.1 0.6 0.213
H -1.945055 -0.852548 1.056242 -0.4 0.2 0.7 0.299
F 3.100920 0.144042 0.151904 0.7 0.8 0.5 -0.252
C 1.779504 0.149669 -0.076686 1.7 2.1 0.2 0.434
F 1.202464 -0.274117 1.024898 -0.8 -0.6 1.4 -0.246
F 1.639820 -0.753737 -0.994569 -0.8 -0.6 -1.5 -0.210
H 1.423896 1.220458 -0.267722 0.5 -1.7 -0.4 0.234


No. 2
15
Properties=species:S:1:pos:R:3:forces:R:3:lowdin_spin:R:1 method="wB97M-V/def2-TZVPD" relative_energy_ev=3.622 e_tot_ha=-631.37460 mol_weight_g_mol=112.20 spin_multiplicity=3 e_homo_ev="-6.9 / -9.0" max_force_ev_per_a=4.329 lumo_ev="0.97 / -2.13"
C 0.921287 2.253369 1.238301 -0.5 -0.6 -0.5 0.000
C 0.208998 1.558384 0.598734 -0.2 -1.0 0.4 0.001
C 1.760744 -2.286037 -0.518233 1.0 -0.5 4.2 0.730
C -0.528559 0.522789 -1.315692 0.3 0.0 -1.2 0.009
C -1.748630 0.051916 0.910245 2.1 2.8 -1.5 0.000
C -0.672009 0.649085 0.011745 -1.1 -0.8 -1.9 0.003
S 2.073106 -1.987826 -2.042332 0.7 0.6 -3.1 1.136
H 1.347737 3.059496 1.637152 1.8 2.4 1.5 0.000
H 0.768256 -2.618698 -0.233158 0.1 0.0 0.3 0.059
H 0.340510 1.012933 -1.802249 -0.7 -0.2 0.5 0.002
H -1.167672 0.010998 -2.065142 0.2 0.0 1.1 0.001
H 2.628211 -2.248499 0.256607 -1.8 -0.1 -1.3 0.060
H -2.123349 0.906657 1.392099 -0.5 0.9 1.4 0.000
H -2.548663 -0.292340 0.391437 -2.1 -1.8 -1.7 0.000
H -1.259966 -0.592227 1.540488 0.6 -1.8 1.8 0.000


No. 3
92
Properties=species:S:1:pos:R:3:forces:R:3:lowdin_spin:R:1 method="wB97M-V/def2-TZVPD" e_tot_ha=-4419.89726 mol_weight_g_mol=830.79 spin_multiplicity=3 e_homo_ev="-5.7 / -5.7" max_force_ev_per_a=0.189 lumo_ev="1.81 / 1.80" total_charge=-1
V -0.295134 0.997509 0.550109 0.0 0.2 -0.1 1.914
N -2.226690 0.035515 0.184561 0.0 0.0 0.0 0.009
C -3.249689 0.991543 0.491470 0.0 0.0 0.0 0.004
C -3.460935 1.375190 1.811070 0.0 0.0 0.0 0.002
C -4.260017 2.475722 2.080327 0.0 0.0 0.0 0.000
C -4.833935 3.203327 1.046354 0.0 0.0 0.0 0.001
C -4.678555 2.771013 -0.261415 0.0 0.0 0.0 0.001
C -3.894372 1.660416 -0.538511 0.0 0.0 0.0 0.001
S -5.656778 4.760636 1.395933 0.0 0.0 0.0 0.000
O -4.541175 5.621901 1.777811 0.0 0.0 0.0 0.000
O -6.572697 4.461250 2.481501 0.0 0.0 0.0 0.000
O -6.287413 5.124097 0.136431 0.0 0.0 0.0 0.000
H -2.195140 -0.784416 0.803469 0.0 0.0 0.0 0.002
H -2.283696 -0.289808 -0.773507 0.0 0.0 0.0 0.003
H -2.948865 0.854786 2.612306 0.0 0.0 0.0 0.000
H -4.411297 2.804183 3.100741 0.0 0.0 0.0 0.000
H -5.162792 3.334353 -1.048736 0.0 0.0 0.0 0.000
H -3.740214 1.338976 -1.565063 0.0 0.0 0.0 0.000
O 0.658860 1.994563 3.875698 0.0 0.0 0.0 0.000
S 0.948676 1.005453 2.876519 -0.1 0.0 0.0 0.007
O 1.396016 1.633029 1.564530 0.0 0.0 0.0 0.030
O -0.402255 0.393536 2.349415 0.0 0.0 0.1 -0.012
O 1.810783 -0.083272 3.272265 0.0 0.0 0.0 0.001
C -1.416885 -2.524083 3.099968 0.0 0.0 0.0 0.000
N -1.428542 -2.541494 1.625825 -0.1 0.0 0.0 0.000
C -2.184524 -3.718543 1.187005 0.0 0.0 0.0 0.000
N -1.619601 -4.969550 1.696540 0.0 0.0 0.0 0.000
C -1.601338 -4.888799 3.163346 0.0 0.0 0.0 0.000
N -0.833164 -3.748035 3.654601 0.0 0.0 0.0 0.000
C 0.538750 -3.859090 3.145795 0.0 0.0 0.0 0.000
N 0.577150 -3.918149 1.682175 0.0 0.0 0.0 0.000
C -0.033590 -2.690998 1.171185 0.0 0.0 0.0 0.001
C -0.226560 -5.053179 1.240088 0.0 0.0 0.0 0.000
H -2.445171 -2.426306 3.458277 0.0 0.0 0.0 0.000
H -0.840172 -1.662038 3.430029 0.0 0.0 0.0 0.000
H -2.183952 -3.748658 0.093885 0.0 0.0 0.0 0.000
H -3.216293 -3.627238 1.535935 0.0 0.0 0.0 0.000
H -1.164971 -5.809903 3.557404 0.0 0.0 0.0 0.000
H -2.629736 -4.806957 3.523101 0.0 0.0 0.0 0.000
H 0.993470 -4.767553 3.549962 0.0 0.0 0.0 0.000
H 1.110813 -2.989885 3.476793 0.0 0.0 0.0 0.000
H -0.014268 -2.700987 0.078440 0.0 0.0 0.0 0.000
H 0.540246 -1.835462 1.527196 0.0 0.0 0.0 0.000
H 0.212906 -5.976444 1.626552 0.0 0.0 0.0 0.000
H -0.214703 -5.091243 0.147426 0.0 0.0 0.0 0.000
N 0.446693 0.124506 -0.913103 0.0 -0.1 -0.1 0.001
P 1.897427 -0.156540 -1.422258 0.0 0.0 -0.1 0.004
C 2.777799 -1.492303 -0.578584 -0.1 0.0 0.0 -0.001
C 2.964149 -2.753216 -1.141511 0.0 0.0 0.0 0.000
C 3.559645 -3.759978 -0.396639 0.0 0.0 0.0 0.000
C 3.950700 -3.517485 0.912921 0.0 0.0 0.0 0.000
C 3.751694 -2.267762 1.481232 0.0 0.1 0.0 0.000
C 3.174345 -1.251827 0.735059 0.0 0.0 0.0 0.000
C 3.056215 1.244706 -1.383734 0.0 0.0 0.0 0.004
C 2.525541 2.529698 -1.426003 0.0 0.0 0.0 0.001
C 3.361643 3.634617 -1.413908 0.0 0.0 0.0 0.000
C 4.737403 3.462753 -1.357674 0.0 0.0 0.0 0.000
C 5.274420 2.184179 -1.309120 0.0 0.0 0.0 0.000
C 4.436503 1.078674 -1.319103 0.0 0.0 0.0 0.001
C 1.852600 -0.657278 -3.174823 0.0 0.0 0.0 -0.003
C 0.616949 -0.933233 -3.747243 0.0 0.0 0.0 0.001
C 0.531001 -1.329480 -5.075601 0.0 0.0 0.0 0.000
C 1.682606 -1.450828 -5.838331 0.0 0.0 0.0 0.000
C 2.921064 -1.172399 -5.272829 0.0 0.0 0.0 0.000
C 3.004972 -0.775514 -3.947833 0.0 0.0 0.0 0.000
H 2.648009 -2.949638 -2.158535 0.0 0.0 0.0 0.000
H 3.703913 -4.740656 -0.832795 0.0 0.0 0.0 0.000
H 4.394362 -4.312944 1.498673 0.0 0.0 0.0 0.000
H 4.022938 -2.076053 2.511329 0.0 0.0 0.0 0.000
H 3.004274 -0.282145 1.186657 0.0 0.0 0.0 0.000
H 1.452313 2.665545 -1.446698 0.0 0.0 0.0 0.001
H 2.937152 4.630145 -1.433059 0.0 0.0 0.0 0.000
H 5.390595 4.325829 -1.337630 0.0 0.0 0.0 0.000
H 6.346317 2.045752 -1.247043 0.0 0.0 0.0 0.000
H 4.861325 0.084060 -1.250003 0.0 0.0 0.0 0.000
H -0.268167 -0.828268 -3.131911 0.0 0.0 0.0 0.001
H -0.436459 -1.541770 -5.512985 0.0 0.0 0.0 0.000
H 1.618147 -1.758180 -6.874517 0.0 0.0 0.0 0.000
H 3.821710 -1.261033 -5.867006 0.0 0.0 0.0 0.000
H 3.973647 -0.552824 -3.516163 0.0 0.0 0.0 0.000
N -2.002501 4.836409 -2.889133 0.0 0.0 -0.1 -0.002
C -1.742522 4.492413 -1.580916 0.0 0.0 0.0 0.000
C -1.188792 3.255505 -1.246785 0.0 0.1 0.0 0.012
N -0.915353 2.965590 0.021946 0.1 -0.1 0.0 -0.003
C -1.181350 3.871969 0.967213 -0.1 -0.1 0.0 0.009
C -1.765538 5.080510 0.611282 0.0 0.0 0.0 -0.002
N -2.021729 5.396676 -0.649807 0.0 0.0 0.0 0.010
H -2.167637 4.078105 -3.529456 0.0 0.0 0.0 0.000
H -2.655267 5.600799 -2.972474 0.0 0.0 0.0 0.000
H -0.977644 2.492074 -1.986677 0.0 0.0 0.0 0.001
H -0.946314 3.621223 1.993759 0.0 0.0 0.0 0.000
H -2.061347 5.794706 1.367012 0.0 0.0 0.0 0.000


No. 4
42
Properties=species:S:1:pos:R:3:forces:R:3:mulliken_charge:R:1 method="wB97M-V/def2-TZVPD" relative_energy_ev=2.449 e_tot_ha=-1069.25994 mol_weight_g_mol=308.33 smiles="CCCC[C@H](CCC(=O)Nc1cccc([N+](=O)[O-])c1)C(=O)O" e_homo_ev=-9.2 max_force_ev_per_a=1.421 lumo_ev=-0.56
C 0.096218 -3.154427 4.978047 -0.2 0.1 0.1 -1.156
C -1.374163 -2.845343 4.720249 0.0 -0.1 -0.2 -0.535
C -1.694593 -2.622708 3.242016 0.1 0.2 0.2 -0.520
C -1.041402 -1.363976 2.673675 -0.2 -0.3 -0.2 -0.922
C -1.467583 -1.114203 1.226174 0.0 0.2 0.2 0.772
C -0.653141 0.006319 0.553604 0.0 -0.3 -0.1 -0.963
C 0.763308 -0.447324 0.184892 -0.1 0.2 0.2 -0.871
C 1.512363 0.686676 -0.491468 -0.2 -0.5 0.0 0.491
O 2.338230 1.362789 0.072197 0.2 0.2 0.2 -0.641
N 1.126932 0.862691 -1.794679 -0.3 -0.3 -0.2 -0.066
C 1.557742 1.817900 -2.710801 0.3 0.5 -0.3 0.548
C 2.524411 2.780168 -2.410336 0.0 0.0 0.2 -0.493
C 2.912787 3.702533 -3.366499 -0.2 -0.1 -0.1 -0.619
C 2.356119 3.692451 -4.632504 -0.2 0.0 -0.3 -0.514
C 1.394700 2.733461 -4.924916 0.6 0.1 1.3 -0.267
N 0.795931 2.699457 -6.236062 -0.2 0.0 -0.5 1.033
O 1.166703 3.519628 -7.046970 0.1 0.2 -0.2 -0.621
O -0.044539 1.850263 -6.448432 -0.2 -0.2 -0.1 -0.620
C 0.991580 1.800279 -3.982059 0.0 0.1 -0.2 -0.322
C -2.920696 -0.685211 1.179815 0.0 0.0 0.1 0.069
O -3.469701 0.029909 1.970968 0.0 0.1 0.2 -0.558
O -3.541391 -1.170594 0.095046 -0.2 -0.3 -0.6 -0.467
H 0.725279 -2.300826 4.740075 0.1 0.1 0.0 0.304
H 0.419085 -4.001691 4.376499 0.1 -0.1 -0.1 0.288
H 0.249160 -3.401938 6.025790 0.1 0.0 0.1 0.369
H -1.977980 -3.680661 5.081957 0.0 0.1 0.1 0.340
H -1.664859 -1.958456 5.286606 -0.1 0.0 0.1 0.317
H -2.778039 -2.536944 3.130121 0.0 -0.1 -0.1 0.300
H -1.368270 -3.493599 2.667392 0.0 -0.1 -0.1 0.288
H -1.337008 -0.501254 3.273490 0.1 0.1 0.0 0.334
H 0.042066 -1.462066 2.719481 0.1 0.1 0.0 0.333
H -1.372533 -2.029074 0.633760 0.0 0.0 0.0 0.451
H -0.599315 0.861098 1.229867 0.0 0.1 0.0 0.258
H -1.176318 0.327843 -0.351329 0.0 0.1 0.0 0.502
H 1.316369 -0.715145 1.084192 0.1 0.0 -0.1 0.397
H 0.718083 -1.316730 -0.474109 0.0 0.0 0.0 0.344
H 0.426516 0.226720 -2.151650 0.1 0.1 0.2 0.193
H 2.962914 2.794970 -1.426488 0.0 0.0 0.0 0.538
H 3.660893 4.438321 -3.116839 0.1 0.1 0.0 0.390
H 2.646209 4.402838 -5.390085 0.0 0.0 0.0 0.480
H 0.240800 1.072685 -4.254260 0.0 0.0 0.0 0.451
H -4.462865 -0.866828 0.063573 0.2 0.1 0.2 0.366


No. 5
19
Properties=species:S:1:pos:R:3:forces:R:3:lowdin_spin:R:1 method="wB97M-V/def2-TZVPD" relative_energy_ev=0.000 e_tot_ha=-498.04575 mol_weight_g_mol=148.16 spin_multiplicity=3 e_homo_ev="-5.2 / -9.3" max_force_ev_per_a=8.111 lumo_ev="0.59 / -3.00"
C -0.651823 -0.254023 2.436385 1.3 -5.8 0.4 0.127
C -0.862175 1.010692 2.035291 -1.0 4.6 -1.7 0.216
C -0.089034 -1.238597 1.561709 -1.9 1.2 5.0 0.088
C -0.540845 1.375749 0.727058 0.1 -2.1 -0.8 -0.001
C 0.029631 -0.967095 0.235735 2.5 -4.0 -2.3 0.244
C -0.228205 0.330326 -0.220609 0.0 2.5 0.0 0.296
C 0.715562 -1.766482 -0.764946 -1.5 -2.8 6.1 0.325
C 0.979578 -1.030412 -1.822113 0.9 5.5 -5.9 0.507
C 0.290439 0.369407 -1.626881 1.9 1.2 -0.6 0.062
O -0.684420 0.705639 -2.580689 0.2 -0.1 -0.3 0.048
O 1.278236 1.428499 -1.758720 0.5 -2.5 -0.9 0.045
H -0.902108 -0.552346 3.466722 0.4 0.2 -0.5 0.004
H -1.304345 1.786257 2.718312 0.7 -0.9 -0.7 0.009
H 0.257432 -2.134687 2.053431 -0.1 -0.4 -0.4 0.000
H -0.522612 2.391173 0.431313 -0.3 0.9 -0.3 -0.005
H 1.126572 -2.794820 -0.661303 -0.7 0.9 0.4 0.010
H 1.695874 -1.167860 -2.711855 -1.3 0.0 1.7 0.020
H -1.484116 0.361668 -2.208581 -1.1 -0.3 0.0 0.003
H 0.896358 2.146910 -1.310259 -0.6 1.8 0.8 0.002


Copy entry 2 word for word.
15
Properties=species:S:1:pos:R:3:forces:R:3:lowdin_spin:R:1 method="wB97M-V/def2-TZVPD" relative_energy_ev=3.622 e_tot_ha=-631.37460 mol_weight_g_mol=112.20 spin_multiplicity=3 e_homo_ev="-6.9 / -9.0" max_force_ev_per_a=4.329 lumo_ev="0.97 / -2.13"
C 0.921287 2.253369 1.238301 -0.5 -0.6 -0.5 0.000
C 0.208998 1.558384 0.598734 -0.2 -1.0 0.4 0.001
C 1.760744 -2.286037 -0.518233 1.0 -0.5 4.2 0.730
C -0.528559 0.522789 -1.315692 0.3 0.0 -1.2 0.009
C -1.748630 0.051916 0.910245 2.1 2.8 -1.5 0.000
C -0.672009 0.649085 0.011745 -1.1 -0.8 -1.9 0.003
S 2.073106 -1.987826 -2.042332 0.7 0.6 -3.1 1.136
H 1.347737 3.059496 1.637152 1.8 2.4 1.5 0.000
H 0.768256 -2.618698 -0.233158 0.1 0.0 0.3 0.059
H 0.340510 1.012933 -1.802249 -0.7 -0.2 0.5 0.002
H -1.167672 0.010998 -2.065142 0.2 0.0 1.1 0.001
H 2.628211 -2.248499 0.256607 -1.8 -0.1 -1.3 0.060
H -2.123349 0.906657 1.392099 -0.5 0.9 1.4 0.000
H -2.548663 -0.292340 0.391437 -2.1 -1.8 -1.7 0.000
H -1.259966 -0.592227 1.540488 0.6 -1.8 1.8 0.000